Molecular formula: C6H9N2O2
Method: DFT, ωB97M-V/def2-TZVPD

Geometry as XYZ:
```
19
Properties=species:S:1:pos:R:3:nbo_charge:R:1
O -1.5490 -1.1161 1.5789 -0.816
O -3.6696 -1.2522 0.8280 -0.783
N 1.1505 2.0959 -1.1398 -0.504
N -0.4593 1.2887 0.1267 -0.512
C 3.1716 1.1294 -0.0484 -0.627
C 0.7161 0.7680 0.5922 -0.090
C -0.1328 2.0256 -0.9429 0.170
C -1.9585 -2.6365 -0.1572 -0.749
C 1.6995 1.2721 -0.1856 0.062
C -2.4748 -1.6033 0.8875 0.759
H -0.9031 -2.4195 -0.2299 0.208
H 3.3802 0.2952 0.6202 0.211
H -1.3993 0.9241 0.0483 0.447
H 0.7966 0.0412 1.3830 0.242
H -0.9217 2.5188 -1.4912 0.176
H -2.4548 -2.5608 -1.1284 0.192
H 3.6871 2.0661 0.1801 0.209
H 3.5328 0.8441 -1.0190 0.210
H -2.2114 -3.6808 0.0976 0.196
```

- Orbital gap: 8.0 eV
- Total charge: -1
- LUMO energy: 3.6 eV
- ΔE to the lowest compared entry with this formula, charge and spin: 91.0 kJ/mol

***

Molecular formula: C68H145N7O15
Method: DFT, ωB97M-V/def2-TZVPD

Geometry as XYZ:
```
235
Properties=species:S:1:pos:R:3:lowdin_charge:R:1
O 4.7182 17.6618 4.1539 -0.056
O 12.3211 18.0883 0.6839 -0.061
O 11.9718 18.3907 2.8900 -0.004
O 7.0633 16.3536 11.4638 0.026
O 15.0085 17.2159 8.0776 -0.098
O 11.4574 16.5395 1.9251 0.041
O 10.6246 15.6785 10.4255 -0.046
O 10.5677 15.9294 12.5645 -0.027
O 14.6075 18.1094 10.0944 0.066
O 6.0531 17.4090 9.8288 0.100
O 6.0139 17.9713 5.9174 -0.047
O 13.4292 18.7572 8.3162 -0.097
O 11.8187 17.2901 11.1854 0.050
O 4.1955 19.3085 5.3998 0.061
O 6.9547 15.5277 9.4894 -0.039
N 5.2413 22.1031 8.3082 -0.234
N 15.5229 8.3505 5.4735 -0.209
N 9.5978 20.2224 14.3319 -0.208
N 4.5544 13.4118 4.7200 -0.235
N 10.0468 17.0427 6.4104 -0.158
N 15.9062 15.9148 -0.0425 -0.227
N 11.6998 11.6918 -0.0241 -0.228
C 4.7920 20.6236 8.5988 -0.025
C 15.2882 16.3843 2.5056 -0.201
C 18.0173 16.5317 -1.2345 -0.185
C 14.3158 17.9898 8.7978 -0.871
C 10.6080 9.4289 -2.8894 -0.110
C 12.2375 12.0943 2.8639 -0.215
C 17.7463 15.6389 -2.3988 -0.169
C 9.0038 18.7320 7.9332 -0.214
C 5.0639 18.3102 5.1621 -0.851
C 10.8959 12.3405 2.3665 -0.152
C 11.0827 20.5563 14.5299 -0.127
C 16.8677 8.0143 6.1764 -0.108
C 3.5089 12.7472 5.6698 -0.098
C 10.9636 16.2916 11.4445 -0.886
C 11.6273 13.0534 -0.7728 0.074
C 3.9395 12.5272 7.1282 -0.136
C 15.7496 8.5798 3.9702 0.000
C 13.1242 11.5401 0.5573 -0.098
C 10.4265 10.5378 -1.9170 -0.227
C 16.6215 7.2681 7.4778 -0.129
C 10.6403 11.4216 1.1058 -0.025
C 2.2653 13.4680 1.5068 -0.114
C 4.2599 24.4956 8.3153 -0.211
C 6.1293 20.5982 10.7506 -0.195
C 3.1389 12.7514 2.5198 -0.207
C 9.4346 14.7546 7.2996 -0.158
C 13.6767 10.1435 5.6348 -0.249
C 17.3903 16.1221 0.0733 -0.122
C 4.1585 23.0612 8.8328 -0.145
C 8.9495 15.9209 6.4454 -0.081
C 16.3408 15.0297 -2.4184 -0.174
C 14.3987 6.3250 6.8939 -0.160
C 5.7342 12.4549 4.3108 0.040
C 11.6765 10.5288 -0.9830 -0.148
C 3.8029 13.8768 3.4506 -0.100
C 9.4387 18.7433 14.0976 -0.084
C 14.4791 15.8884 3.7466 -0.054
C 9.4506 18.0582 5.3311 0.030
C 6.5460 22.4643 8.9634 -0.115
C 11.9485 17.7480 1.8293 -0.923
C 7.3164 18.7728 15.3467 -0.247
C 3.0287 25.2951 8.9124 -0.065
C 10.8469 14.2578 7.0192 -0.226
C 5.7600 14.3426 6.8842 -0.168
C 11.9238 15.3083 6.8962 -0.134
C 4.7038 20.4776 10.1974 -0.120
C 6.6219 22.0538 10.4479 -0.144
C 15.2685 17.2474 -0.4614 0.062
C 13.2283 12.4503 1.7738 -0.175
C 7.3959 20.2243 15.6373 -0.164
C 9.0999 19.2110 9.4018 -0.084
C 9.1076 21.0492 13.0431 0.055
C 4.8339 13.6250 7.8016 -0.176
C 11.3949 16.3986 5.8653 -0.047
C 8.8516 20.7592 15.5877 -0.074
C 5.1330 14.6719 5.4916 -0.061
C 15.6072 14.7627 -1.1289 -0.073
C 15.2922 15.4296 1.3248 -0.122
C 13.6271 20.0968 13.9455 -0.062
C 12.1393 20.0006 13.4703 -0.185
C 7.9608 18.2940 14.1743 -0.190
C 15.0284 9.7406 6.1537 -0.067
C 14.4468 7.2150 5.5615 -0.064
C 13.2488 11.3768 6.4332 -0.079
C 6.7006 16.4283 10.3089 -0.968
C 10.1604 17.8157 7.7285 -0.107
C 15.7669 5.9341 7.2546 -0.184
C 5.3876 22.2642 6.7430 0.068
H 15.0252 9.4825 7.2127 0.133
H 16.1790 7.8369 8.2955 0.118
H 7.6151 22.0385 10.8967 0.090
H 17.8456 15.1837 0.3899 0.141
H 9.3034 20.5053 12.1190 0.089
H 9.0510 19.6977 7.4299 0.107
H 11.0890 18.3760 7.6194 0.124
H 4.3288 22.2470 6.4844 0.113
H 16.3400 14.0756 -2.9455 0.121
H 10.6055 13.3633 2.1262 0.127
H 11.4446 20.1857 15.4889 0.121
H 14.6644 17.2181 2.1835 0.098
H 17.7236 17.5597 -1.4466 0.118
H 9.6433 11.4376 0.6655 0.127
H 6.9272 23.4538 8.7108 0.129
H 10.1916 12.1348 3.1725 0.129
H 6.9982 20.4417 16.6286 0.122
H 6.6872 13.8256 6.6374 0.092
H 14.5308 14.7033 -1.2902 0.118
H 11.9784 18.9653 13.1694 0.086
H 16.0865 7.6492 3.5134 0.105
H 5.4565 13.1410 8.5541 0.119
H 12.4423 11.8316 5.8579 0.056
H 8.8185 21.8471 15.5302 0.129
H 6.7630 20.8002 14.9621 0.107
H 4.1093 21.2081 10.7461 0.103
H 17.6236 7.0351 7.8378 0.122
H 15.5893 14.4096 1.5686 0.111
H 10.4142 11.4484 -2.5160 0.106
H 13.4640 15.6813 3.4076 0.050
H 6.0713 23.0970 6.5785 0.104
H 17.4477 8.9282 6.3044 0.132
H 13.8698 11.7590 -0.2070 0.130
H 2.5719 11.9795 3.0402 0.103
H 3.3134 11.8039 5.1598 0.111
H 4.4562 11.5740 7.2405 0.106
H 4.2920 15.3641 5.5341 0.127
H 8.4523 18.4582 5.5089 0.070
H 17.5279 16.8368 0.8847 0.135
H 13.0548 13.5012 1.5426 0.097
H 2.8165 24.8412 9.8804 0.063
H 11.3758 9.5098 -3.6588 0.089
H 9.6143 21.9988 12.8712 0.103
H 11.8028 9.6362 -0.3703 0.128
H 12.8833 14.9425 6.5306 0.099
H 7.7313 18.2003 16.1763 0.132
H 4.3542 19.4610 10.3773 0.111
H 12.8082 9.5083 5.8088 0.118
H 13.9427 18.7800 10.2674 0.077
H 15.6773 15.6660 -3.0042 0.115
H 3.8263 20.4865 8.1124 0.124
H 12.4906 13.0588 -1.4382 0.110
H 16.2355 5.3519 6.4611 0.121
H 2.5861 13.3267 5.6422 0.134
H 14.0606 12.0999 6.5124 0.092
H 2.1128 25.1426 8.3416 0.077
H 10.3581 17.1048 8.5307 0.111
H 12.2375 17.0854 5.7857 0.120
H 14.2590 17.3646 -0.0673 0.077
H 3.0278 14.5805 3.7538 0.128
H 10.7536 13.6480 6.1206 0.069
H 6.3904 13.0318 3.6592 0.102
H 12.5936 10.5042 -1.5716 0.137
H 3.1796 26.3526 9.1295 0.076
H 2.7571 14.1967 0.8625 0.083
H 11.8292 20.5245 12.5662 0.098
H 16.4732 9.3874 3.8594 0.107
H 8.0267 16.3356 6.8511 0.102
H 13.7410 10.4369 4.5870 0.075
H 10.6476 13.0028 -1.2478 0.097
H 9.9693 18.1615 14.8514 0.150
H 13.9254 5.3982 6.5698 0.127
H 17.5077 7.5386 5.4333 0.131
H 4.6067 14.4658 3.0088 0.128
H 10.2446 18.8024 5.2707 0.106
H 14.7385 6.5566 4.7433 0.118
H 6.2983 18.3855 15.3064 0.135
H 8.8624 15.6578 5.3912 0.116
H 14.9866 15.0036 4.1308 0.069
H 19.0756 16.7632 -1.1138 0.134
H 1.3869 13.9548 1.9305 0.083
H 7.3177 21.8881 8.4530 0.124
H 4.3249 14.2402 8.5436 0.121
H 3.2210 22.6208 8.4934 0.141
H 5.8493 15.0575 4.7662 0.115
H 6.1629 17.1510 8.9107 0.087
H 11.4540 16.4338 0.9709 0.072
H 16.1673 16.9849 2.7389 0.119
H 17.9633 16.1985 -3.3087 0.129
H 12.2580 15.7288 7.8447 0.111
H 12.9414 11.1717 7.4587 0.101
H 5.4750 19.9326 8.1046 0.121
H 14.2433 12.4845 2.1696 0.117
H 15.7419 5.2886 8.1326 0.125
H 14.3171 16.6314 4.5275 0.095
H 14.8777 8.9446 3.4272 0.086
H 1.8454 12.7690 0.7835 0.076
H 9.4433 10.4669 -1.4517 0.119
H 12.2996 12.7390 3.7405 0.125
H 12.4741 11.0599 3.1131 0.106
H 11.4703 13.8912 -0.0933 0.099
H 5.9550 21.3817 6.4475 0.098
H 15.8857 13.9440 -0.4654 0.111
H 6.0476 15.2988 7.3212 0.088
H 10.7750 10.3610 1.3182 0.128
H 7.9313 17.2054 14.2201 0.140
H 11.1502 13.3514 7.5431 0.102
H 13.5472 20.8179 14.7589 0.058
H 13.8718 6.9339 7.6285 0.124
H 10.1540 19.3210 9.6567 0.077
H 13.4659 7.6315 5.3324 0.109
H 6.1579 12.0572 5.2330 0.094
H 15.8615 17.9418 0.1338 0.115
H 15.4898 17.3054 -1.5271 0.104
H 12.0067 16.9574 10.3047 0.071
H 7.4924 18.3601 13.1923 0.106
H 14.1348 20.7013 13.1939 0.073
H 9.6884 9.2576 -3.4490 0.094
H 7.9770 18.3890 7.8063 0.091
H 5.2185 24.9805 8.5001 0.106
H 15.8062 10.4790 5.9588 0.139
H 8.0318 21.1844 13.1543 0.073
H 3.9509 12.2190 2.0244 0.094
H 4.1830 23.1529 9.9186 0.112
H 3.0370 12.5336 7.7394 0.116
H 6.0192 22.6968 11.0893 0.107
H 11.3000 15.9274 4.8870 0.105
H 13.2119 10.5268 0.9492 0.130
H 6.7305 19.7952 10.3242 0.073
H 5.3420 11.5389 3.8690 0.088
H 4.2455 24.5099 7.2254 0.095
H 10.9964 8.5850 -2.3192 0.081
H 8.5803 20.1464 9.6093 0.042
H 3.7047 18.7663 4.7780 0.060
H 14.2062 19.2146 14.2182 0.085
H 9.4429 15.0212 8.3564 0.101
H 8.9121 13.8054 7.1807 0.106
H 9.4055 20.3971 16.4539 0.133
H 18.3529 14.7344 -2.4423 0.118
H 14.2503 15.3691 1.0103 0.106
H 9.8892 18.5421 13.1257 0.113
H 11.0249 21.6367 14.6625 0.120
H 9.3324 17.5427 4.3780 0.090
H 6.4264 20.2947 11.7544 0.100
H 8.9375 18.4450 10.1602 0.086
```

- Orbital gap: 3.3 eV
- Total charge: +2
- LUMO energy: -4.7 eV
- ΔE to the lowest compared entry with this formula, charge and spin: 839.4 kJ/mol

***

Molecular formula: C23H32KN4O5Si
Method: DFT, ωB97M-V/def2-TZVPD

Geometry as XYZ:
```
66
Properties=species:S:1:pos:R:3:nbo_charge:R:1
K 0.0029 -0.3605 0.1875 0.806
Si 0.3796 -2.4441 -2.4293 0.630
O -1.6213 -0.6196 3.5754 -0.678
O 0.7871 6.5464 3.7365 -0.717
O 1.9489 -2.2838 1.3698 -0.679
O 6.0683 4.1846 0.9962 -0.711
O 0.7303 -3.7933 5.6874 -0.641
N 2.0017 1.4006 0.1938 -0.434
N -0.2611 2.3558 1.2879 -0.420
N -0.2795 -2.0753 4.6410 -0.667
N 0.0970 -1.4875 2.3608 -0.757
C 0.2669 -4.2644 -1.7646 -1.089
C -0.3121 5.6843 3.9957 -0.083
C -1.4585 3.8618 2.7034 -0.262
C -0.2966 4.5434 3.0161 0.011
C 0.3421 -5.0891 2.4113 -0.615
C 5.9019 2.7963 1.2581 -0.084
C 0.6384 -3.0816 4.7001 0.717
C 2.9946 -2.6950 4.0145 -0.373
C 3.3971 2.9202 1.3819 -0.240
C 0.8917 4.1034 2.4460 -0.242
C 2.1513 2.4368 1.0193 0.181
C -0.3051 -2.7751 -4.2115 -1.091
C 4.5349 2.2939 0.8717 -0.014
C 4.3680 1.2149 0.0272 -0.247
C 3.0791 0.7925 -0.2844 0.070
C -1.3917 2.7790 1.8409 0.072
C 1.6486 -4.6203 3.0295 -0.384
C 3.7236 -3.6047 4.9913 -0.617
C 1.5997 -3.1689 3.5328 -0.262
C 1.2044 -2.2637 2.3533 0.685
C 2.2791 -2.4838 -2.8788 -1.092
C -0.6412 -1.3507 3.4803 0.777
C 0.8629 3.0029 1.5993 0.181
H 0.4267 -6.1203 2.0645 0.209
H -0.9208 -2.0092 5.4168 0.410
H 0.0632 -4.4857 1.5460 0.228
H 1.9170 -5.2571 3.8732 0.212
H 3.5825 -2.5755 3.1019 0.231
H 2.4557 -4.6724 2.2951 0.222
H 0.6788 -4.9840 -2.4832 0.191
H 2.8922 -1.6928 4.4452 0.197
H 2.8845 -2.5375 -1.9653 0.205
H 2.5834 -1.5801 -3.4217 0.194
H 3.9931 -4.5536 4.5255 0.200
H -2.2867 2.2206 1.5940 0.202
H 2.5405 -3.3506 -3.4987 0.193
H 2.9098 -0.0681 -0.9242 0.228
H 5.2177 0.6861 -0.3871 0.219
H 6.6708 2.2008 0.7554 0.167
H 0.1843 -3.6289 -4.6962 0.189
H -0.1635 -1.8968 -4.8521 0.200
H 4.6555 -3.1290 5.3063 0.198
H 3.1315 -3.8250 5.8783 0.228
H 1.8086 4.6235 2.6696 0.229
H -1.2629 6.2212 3.9172 0.170
H -1.3822 -2.9769 -4.1853 0.201
H -0.2432 5.2738 5.0101 0.179
H 6.0479 2.6822 2.3333 0.191
H -0.4763 -5.0515 3.1353 0.197
H -2.4148 4.1516 3.1221 0.214
H -0.7674 -4.5573 -1.5502 0.201
H 5.8044 4.3460 0.0845 0.467
H 0.8331 7.2013 4.4371 0.471
H 0.8300 -4.3612 -0.8293 0.210
H 3.5169 3.7562 2.0550 0.219
```

- Orbital gap: 4.4 eV
- Total charge: -1
- LUMO energy: 1.8 eV
- ΔE to the lowest compared entry with this formula, charge and spin: 34.4 kJ/mol

***

Molecular formula: C4H7IOS
Method: DFT, ωB97M-V/def2-TZVPD

Geometry as XYZ:
```
14
Properties=species:S:1:pos:R:3:nbo_charge:R:1
I -4.3190 -0.0037 0.3851 -0.311
S -0.5504 1.6196 -1.4672 0.158
O -2.7370 -1.9055 -1.4951 -0.543
C -2.5343 -0.9662 -0.8913 0.394
C -0.4212 0.4224 -0.2205 0.057
C 0.4767 -0.7422 -0.5952 -0.700
C -0.9167 0.5785 1.0773 -0.776
H 0.5320 -1.4926 0.1581 0.242
H 1.5917 -0.5969 -0.8757 0.251
H -0.7944 -0.1653 1.8323 0.251
H 0.2548 -1.1918 -1.5120 0.252
H -1.3578 2.6362 -1.0399 0.164
H -2.1485 0.8181 1.0520 0.298
H -0.5583 1.4725 1.5749 0.262
```

- Orbital gap (alpha / beta): 6.1 / 6.0 eV
- Total charge: 0
- LUMO energy (alpha / beta): -1.3 / -1.4 eV
- ΔE to the lowest compared entry with this formula, charge and spin: 237.8 kJ/mol

***

> Among the records above, which one has the highest ΔE to the lowest compared entry with this formula, charge and spin?

C68H145N7O15

***

> Which value of total charge does entry 2 give?

+2